Entry 1:
Density functional theory data (wB97M-V/def2-TZVPD) for a molecular structure, C41H55LiN2P2S2Si.

## Properties
- charge = -2
- maximum force (Eh/bohr) = 0.01738
- total energy (a.u.) = -3481.02717
- E_LUMO (eV) = 4.12
- relative energy (zero: lowest compared OMol25 entry of this formula, charge and spin) (eV) = 0.308
- Kohn-Sham gap (Ha) = 0.17747

Last column: Mulliken charge in e.
CARTESIAN COORDINATES (ANGSTROEM)
S: -4.0337 1.8787 -0.9555  -0.374
S: -1.1264 2.2410 -2.7874  -0.407
P: 1.8805 1.6060 1.4245  -1.792
P: -2.0848 -1.7391 -0.3975  -1.065
Si: 0.6030 -0.9674 1.2266  2.318
N: -2.3427 5.2537 -4.4973  -0.610
N: -5.7282 4.6396 -2.6499  -0.639
C: 1.6582 4.0175 4.9479  -0.887
C: -4.5466 -1.5562 -3.7870  -1.173
C: -1.6100 -5.1828 1.8017  -0.865
C: 0.1125 2.0669 5.2193  -0.977
C: 4.9432 4.4591 0.2177  -1.018
C: -5.8797 -1.6710 1.5825  -0.891
C: -4.5569 -2.3480 1.1667  -0.563
C: 4.4739 3.2794 1.0726  -0.584
C: -5.6574 -0.2396 2.1000  -0.644
C: 1.2914 -1.1585 -0.5910  -1.500
C: 4.1861 0.4723 2.7438  -0.241
C: 0.2271 3.5847 5.3110  -0.763
C: -3.9882 -3.3658 -2.1303  -1.459
C: 2.3680 -1.0214 2.0635  0.368
C: 3.0734 2.8394 0.5977  0.290
C: -3.1639 -0.9587 -3.5467  0.099
C: -3.7119 3.0829 -2.1759  0.435
C: -0.1973 -2.7301 1.4785  -0.062
C: -3.6170 -1.2886 0.5895  1.429
C: 2.6697 5.3361 0.9257  -0.036
C: 2.2190 4.0738 0.1940  -1.006
C: -0.5569 -4.8627 2.6424  -0.924
C: -2.4502 4.3569 -3.7800  -0.165
C: 4.3796 -1.8831 3.1486  -0.734
C: -4.2949 -0.1476 2.7811  -1.049
C: -5.0146 -2.3086 -2.5412  -0.107
C: 0.2971 1.5982 3.7631  -0.046
C: -2.1567 -2.0505 -3.1831  -1.123
C: 3.1363 -2.0829 2.5561  -0.576
C: 2.9397 0.2812 2.1486  -0.090
C: -4.8133 3.9666 -2.4457  -0.177
C: -3.1626 -0.3839 1.7613  -0.259
C: -2.0129 -4.2543 0.8507  -0.080
C: -2.5455 3.2453 -2.8716  0.512
C: -1.3620 -3.0300 0.7100  -0.230
C: 4.9035 -0.6054 3.2531  -1.051
C: 1.2818 2.4974 2.9766  0.517
C: -2.5767 -2.8045 -1.9022  0.002
C: 0.1278 -3.6658 2.4773  -0.728
C: 4.1084 5.7128 0.5287  -0.860
C: 2.3226 3.0402 3.9580  -0.377
Li: -1.8157 0.8101 -1.0021  0.283
H: 0.6619 0.5705 3.7623  -0.231
H: -5.9801 -2.7912 -2.7238  0.381
H: -4.1676 0.8319 3.2477  0.497
H: -4.2426 -0.8948 3.5808  0.433
H: -2.8332 0.5759 1.3579  0.226
H: 2.7737 -3.0982 2.4569  0.515
H: -4.7789 -3.1444 0.4611  -0.021
H: 5.1723 2.4490 0.9704  0.494
H: -0.4869 4.0307 4.6123  0.337
H: -5.6812 0.4726 1.2711  0.163
H: 4.8312 4.1886 -0.8369  0.369
H: -4.1863 -0.6667 -0.1080  0.113
H: -2.3035 -0.8366 2.2616  -0.210
H: 1.1627 3.8799 0.3897  0.447
H: 6.0052 4.6594 0.3872  0.454
H: -0.8565 1.7288 5.5939  0.464
H: -5.2593 -0.7659 -4.0347  0.437
H: 4.5783 6.2774 1.3399  0.341
H: -6.3667 -2.2755 2.3552  0.425
H: 0.9381 -3.4434 3.1582  0.477
H: 3.1220 3.5632 3.4407  -0.366
H: -4.3443 -3.9206 -1.2632  0.319
H: 2.2506 -1.6848 -0.6205  0.470
H: 2.7766 2.2020 4.4924  0.369
H: -5.1563 -1.5868 -1.7329  -0.104
H: 0.7250 3.3520 2.5717  0.720
H: 4.0916 6.3678 -0.3467  0.332
H: 2.2691 4.0866 5.8539  0.443
H: -6.5558 -1.6427 0.7225  0.285
H: -0.2582 -5.5552 3.4240  0.355
H: -0.0342 3.9421 6.3107  0.460
H: -3.2393 -0.2449 -2.7222  -0.019
H: 5.8666 -0.4427 3.7247  0.399
H: -6.4591 0.0393 2.7891  0.504
H: -2.8204 -0.3976 -4.4167  0.371
H: -1.8982 -3.6526 -1.7881  0.744
H: 3.2579 2.2642 -0.3172  0.454
H: 0.5888 -1.7100 -1.2244  0.407
H: 2.6122 5.1710 2.0064  -0.245
H: -4.5062 -2.2471 -4.6400  0.369
H: 4.9428 -2.7305 3.5274  0.373
H: 4.4900 3.5907 2.1187  0.091
H: 1.6334 5.0171 4.5026  0.205
H: -2.1321 -6.1277 1.9010  0.399
H: -2.0911 -2.7713 -4.0097  0.566
H: -4.0769 -2.8166 2.0300  0.459
H: 2.2837 4.2502 -0.8829  0.554
H: 4.6083 1.4634 2.8308  0.572
H: 1.9904 6.1589 0.6932  0.506
H: -1.1654 -1.6095 -3.0523  0.281
H: -0.6654 1.5858 3.2498  0.108
H: 0.8770 1.6157 5.8610  0.349
H: -3.9099 -4.0975 -2.9466  0.611
H: -2.8613 -4.4932 0.2219  0.251
H: 1.4355 -0.1676 -1.0403  0.176

Entry 2:
Density functional theory data (wB97M-V/def2-TZVPD) for a molecular structure, C41H57BrHgI2N7O2PS2Sb at a distorted geometry.

## Properties
- charge = -2
- maximum force (Eh/bohr) = 0.05304
- total energy (a.u.) = -6831.05207
- E_LUMO (spin up / spin down) (eV) = 3.59 / 3.59
- relative energy (zero: lowest compared OMol25 entry of this formula, charge and spin) (eV) = 2.046
- Kohn-Sham gap (spin up / spin down) (Ha) = 0.14734 / 0.21509
- ⟨S²⟩ = 0.78
- spin multiplicity = 2

Last column: Mulliken charge in e.
CARTESIAN COORDINATES (ANGSTROEM)
Hg: 0.1525 0.3552 -0.4716  0.966
I: -1.8300 -2.3819 -1.5316  0.405
I: -4.2785 -1.0640 -2.4763  -0.631
Sb: 1.0159 1.3278 3.0448  0.788
Br: -5.6855 1.6625 3.8517  -0.238
S: -0.1289 -4.6553 -1.5048  1.562
S: 0.6054 -4.5074 1.6839  -0.046
P: -0.2549 3.8807 -1.3655  -1.231
O: -0.0667 -4.4096 -2.9133  -0.708
O: -1.2040 -5.4807 -1.0069  -0.762
N: -0.7460 -2.3405 1.3861  0.341
N: 4.9506 -7.5900 -0.5708  -0.601
N: -0.0911 -3.2401 -0.6957  0.169
N: 2.2737 -0.9383 -2.4580  -0.719
N: 1.0570 -0.4636 -2.6228  1.523
N: -2.2524 0.5795 0.8859  1.234
N: -0.1438 2.5443 -0.6530  -0.328
C: -0.6438 -2.5675 2.7288  -0.680
C: -2.2975 6.0392 -1.8004  -2.065
C: -2.2754 1.7503 1.5105  0.021
C: 0.9746 2.8380 -3.6360  -2.167
C: -0.1150 3.8646 -3.2888  2.975
C: 2.1137 0.6211 4.7986  -1.331
C: 3.7606 -6.8687 -0.6971  1.145
C: 2.8513 1.9661 2.1022  -1.098
C: 1.2712 4.8694 0.7640  -1.557
C: -1.9297 4.7968 -0.9884  2.729
C: 2.7003 -1.0939 -1.1645  0.035
C: -0.5309 -0.4664 -6.4902  -0.754
C: 3.9845 -1.6696 -1.0210  -0.283
C: 3.6718 -1.8627 1.3474  -1.174
C: 1.9422 -0.7898 -0.0002  -0.345
C: 3.7700 -5.5998 -1.2766  -0.815
C: -1.8651 5.2029 0.4910  -1.313
C: -3.2485 -0.2686 1.1131  -0.404
C: -3.0351 3.7328 -1.1241  -1.852
C: 1.1368 5.0973 -0.7496  2.676
C: 0.0298 -3.6789 3.0909  -0.681
C: 1.0165 6.5933 -1.0357  -1.997
C: -4.2957 0.0025 1.9829  -0.917
C: -0.1505 -3.2470 0.6796  -0.219
C: 0.5916 -0.4664 -3.9147  -1.358
C: -1.4405 3.2685 -3.7855  -2.101
C: 0.7826 -0.8781 -6.2906  -0.447
C: 1.3619 -6.7465 -0.5200  -0.025
C: 4.4638 -2.0417 0.2184  -0.461
C: -3.2773 2.1339 2.3897  -1.034
C: 2.4310 4.5686 -1.3822  -2.164
C: 0.5460 3.2247 4.0124  -1.261
C: -1.2850 -0.0476 -5.3958  -0.771
C: -0.7284 -0.0373 -4.1345  0.913
C: 2.4341 -1.2305 1.2148  0.059
C: -4.2921 1.2254 2.6255  -0.178
C: 2.5885 -4.9165 -1.4871  -0.391
C: 1.3884 -5.4913 -1.1025  -0.911
C: 1.3466 -0.8866 -5.0282  -0.831
C: 2.5432 -7.4348 -0.3138  -0.781
C: 0.1501 5.1761 -4.0268  -2.048
H: 5.4527 -2.4809 0.3112  0.359
H: 0.2280 -4.0718 4.0743  0.435
H: 2.3045 5.0232 1.0905  0.612
H: -2.3162 0.2601 -5.5227  0.423
H: 2.3649 -1.2093 -4.8674  0.377
H: 2.6713 2.1226 1.0401  -0.002
H: 3.2243 2.8864 2.5528  0.598
H: 5.7851 -7.0272 -0.5689  0.221
H: 0.0531 4.9969 -5.1029  0.524
H: 4.9553 -8.2981 0.1439  0.212
H: -1.2700 6.1032 0.6417  0.206
H: 4.7110 -5.1467 -1.5660  0.257
H: -1.3198 2.8854 -4.8020  0.751
H: -0.9633 -0.4741 -7.4845  0.350
H: 4.0067 -2.2002 2.3229  0.361
H: -2.6238 2.7388 -0.9415  0.304
H: -0.0992 3.0282 4.8701  0.386
H: -1.3080 0.2931 -3.2806  0.382
H: -1.0982 -1.8505 3.3994  0.434
H: 1.1575 5.5523 -3.8457  0.301
H: 1.8441 -1.0969 2.1209  0.444
H: -1.7372 2.4314 -3.1541  0.203
H: 0.9168 6.8001 -2.1009  0.255
H: 2.7747 1.4049 5.1699  0.394
H: 0.4084 -7.1610 -0.2197  0.504
H: 1.4200 0.3305 5.5883  0.377
H: 1.9209 7.0973 -0.6751  0.513
H: -1.5121 6.7943 -1.7735  0.274
H: -1.4318 4.3992 1.0839  -0.230
H: -1.4637 2.4231 1.2577  0.302
H: 3.5845 1.1689 2.2144  0.423
H: 2.7118 -0.2473 4.5218  0.299
H: 2.4583 3.4796 -1.3073  0.226
H: -3.4898 3.7284 -2.1128  0.303
H: -3.2046 6.4845 -1.3752  0.531
H: 4.5630 -1.8280 -1.9255  0.424
H: -3.2161 -1.2061 0.5744  0.117
H: 0.9215 2.0016 -2.9381  0.280
H: 2.5298 -8.4200 0.1391  0.258
H: 3.3050 4.9710 -0.8587  0.659
H: 0.8160 2.4389 -4.6416  0.560
H: 1.4525 3.7273 4.3502  0.439
H: -5.0838 -0.7194 2.1376  0.453
H: 1.9810 3.2509 -3.5970  0.221
H: -3.2628 3.1049 2.8642  0.591
H: -2.2461 4.0024 -3.7976  0.192
H: -0.5604 5.9556 -3.7517  0.258
H: -2.8719 5.4028 0.8734  0.708
H: 0.6383 5.5379 1.3468  0.188
H: -2.5051 5.7993 -2.8422  0.320
H: 0.1661 7.0383 -0.5190  0.309
H: 0.0151 3.8795 3.3215  0.126
H: 1.3745 -1.2052 -7.1403  0.362
H: 2.5953 -3.9291 -1.9321  0.507
H: 0.9971 3.8360 0.9844  -0.007
H: -3.8340 3.9008 -0.3948  0.509
H: 2.5146 4.8520 -2.4302  0.353

Entry 3:
Density functional theory data (wB97M-V/def2-TZVPD) for a molecular structure, C41H58BrN3O7Ta at a distorted geometry.

## Properties
- charge = +1
- maximum force (Eh/bohr) = 0.01976
- total energy (a.u.) = -4919.01254
- E_LUMO (eV) = -3.31
- relative energy (zero: lowest compared OMol25 entry of this formula, charge and spin) (eV) = 0.000
- Kohn-Sham gap (Ha) = 0.28865

Last column: Mulliken charge in e.
CARTESIAN COORDINATES (ANGSTROEM)
Ta: -0.9873 0.7799 0.1079  2.318
Br: -2.6853 -2.0834 -2.0758  -0.030
O: -0.2342 1.5807 -1.4349  -0.386
O: -2.6871 3.3756 2.3250  -0.619
O: -1.9787 1.3504 1.9589  -0.228
O: -1.2167 -0.9332 0.8853  0.646
O: -2.6811 0.6659 -0.7798  -0.155
O: -4.3813 1.4278 0.3948  -0.568
O: -1.5863 2.8556 0.5223  -0.063
N: -2.1360 2.5874 1.6430  0.094
N: 1.0346 -0.6113 -0.5323  0.683
N: 0.8266 1.4503 1.5003  -0.052
C: 4.6921 3.0799 -3.7847  1.851
C: -0.0492 4.3897 -2.6054  2.424
C: -4.4779 -1.5089 -1.7947  0.642
C: 0.8708 2.0109 -2.1136  -0.137
C: -1.4363 3.7778 -2.8660  -1.802
C: 2.4348 -5.9550 2.4996  -2.135
C: 0.7778 0.7025 2.7910  -1.215
C: 0.1773 -6.6947 3.2297  -1.588
C: 1.5345 -5.1588 4.6742  -1.579
C: 2.3194 3.5858 -3.0919  0.052
C: 1.0480 3.3169 -2.5815  -0.530
C: -5.4379 -2.3412 -2.3550  -0.887
C: -3.9799 0.6263 -0.4080  0.012
C: -4.8557 -0.3891 -1.0574  0.726
C: -2.6735 -2.2331 3.2083  2.372
C: -6.2258 -0.1450 -0.8938  -0.750
C: 1.1640 -5.5177 3.2284  1.902
C: -1.3525 -2.6898 2.5761  -0.596
C: 0.3641 -2.6286 0.8527  0.308
C: -0.0569 5.1657 -1.2818  -1.287
C: -3.6821 -1.7611 2.1507  -1.834
C: 1.8296 1.0264 -2.3022  0.415
C: 5.2899 4.1763 -2.8916  -1.559
C: 0.9997 -3.7278 1.4015  -0.097
C: 0.7618 -2.0773 -0.4792  -1.418
C: 1.4256 -0.3684 -1.9558  -1.614
C: 3.0638 1.3394 -2.8413  -0.333
C: 2.1661 -0.2966 0.3623  -1.030
C: 5.6841 1.9183 -3.8504  -2.138
C: -3.3442 -3.3866 3.9713  -2.268
C: -0.6639 -3.7845 3.0971  -0.382
C: -7.1824 -0.9672 -1.4491  -0.731
C: 4.4941 3.6271 -5.2056  -1.586
C: 0.9068 2.8949 1.8417  -1.312
C: -2.3973 -1.1022 4.2088  -1.409
C: 2.1149 1.1374 0.8185  -1.353
C: 0.2048 5.3971 -3.7372  -2.210
C: -0.7592 -2.0811 1.4623  0.372
C: -6.7837 -2.0719 -2.1907  -0.511
C: 3.3429 2.6485 -3.2142  -0.164
C: 0.5071 -4.3120 2.5607  -0.544
H: -1.7039 -1.4327 4.9847  0.321
H: 1.0969 6.0034 -3.5811  0.429
H: 1.8747 -4.1278 0.9057  0.643
H: -4.6633 -1.6547 2.6155  0.526
H: -1.8271 3.2298 -2.0141  0.171
H: 1.6508 -2.6011 -0.8460  0.551
H: 2.2262 -6.2664 1.4743  0.382
H: 1.7042 0.8773 3.3438  0.393
H: 0.9165 5.6260 -1.0974  0.253
H: -3.4698 -4.2646 3.3348  0.421
H: 0.6576 -4.8781 5.2587  0.297
H: 0.6533 -0.3654 2.6275  0.379
H: -0.8084 5.9565 -1.3174  0.497
H: -2.1410 4.5798 -3.0883  0.460
H: -6.5101 0.7222 -0.3147  0.476
H: 4.0606 2.8663 -5.8568  0.357
H: 5.8795 1.4957 -2.8624  0.403
H: -4.3311 -3.0636 4.3027  0.480
H: -0.0425 -2.2712 -1.1919  0.207
H: 6.6342 2.2763 -4.2476  0.441
H: 3.7961 0.5535 -2.9750  0.667
H: -1.4097 3.1077 -3.7279  0.359
H: 5.4550 3.9293 -5.6253  0.473
H: 2.2429 -1.0555 -2.1977  0.585
H: 0.5635 -0.6586 -2.5632  0.430
H: -0.0605 1.0605 3.3798  0.422
H: 2.8740 -6.8074 3.0183  0.438
H: -3.4227 -0.7938 1.7335  0.060
H: 3.8375 4.4976 -5.2175  0.317
H: -0.7326 -6.4610 3.7834  0.321
H: -1.9801 -0.2306 3.7095  -0.073
H: -0.1052 -6.9646 2.2108  0.357
H: 5.3313 1.1223 -4.5089  0.396
H: 0.6380 -7.5655 3.6992  0.467
H: 3.1149 -0.4885 -0.1494  0.391
H: 0.9099 3.4911 0.9337  0.257
H: -0.6364 6.0883 -3.7854  0.482
H: 2.5227 4.5881 -3.4372  0.314
H: -8.2310 -0.7468 -1.3071  0.427
H: 2.2286 1.8218 -0.0198  0.326
H: -1.0715 -4.2702 3.9701  0.392
H: -5.1189 -3.2074 -2.9172  0.436
H: 2.9285 1.3352 1.5232  0.774
H: 5.4493 3.8061 -1.8768  0.347
H: 0.0749 3.1876 2.4757  0.440
H: -7.5155 -2.7294 -2.6399  0.410
H: 6.2522 4.5006 -3.2907  0.454
H: 4.6416 5.0516 -2.8359  0.293
H: -0.3098 4.5189 -0.4447  -0.048
H: 2.2405 -4.3264 4.6995  0.357
H: 1.9998 -6.0153 5.1645  0.457
H: 1.8291 3.0783 2.3977  0.542
H: -2.7924 -3.6768 4.8653  0.417
H: -3.7715 -2.4882 1.3400  0.443
H: 0.2869 4.8934 -4.7022  0.430
H: 3.1832 -5.1598 2.4800  0.404
H: 2.1241 -0.9686 1.2196  0.739
H: -3.3274 -0.7934 4.6898  0.485